No. 1
# C11H27N3O8Sr

A molecular structure, C11H27N3O8Sr at a distorted geometry (the ωB97M-V functional and the def2-TZVPD basis, the Open Molecules 2025 dataset).

Properties
Energy above the lowest of the compared OMol25 structures with the same formula, charge and spin in kJ/mol: 1397.3
Gap between HOMO and LUMO in eV: 2.42
LUMO in eV: -4.2

```
! RIJCOSX wB97M-V def2-TZVPD def2/J DEFGRID3
* xyz 0 1
Sr 1.648 1.412 0.529
O -5.534 -2.260 2.032
O 4.966 -2.744 -0.761
O 6.224 -1.615 0.532
O -1.071 4.477 2.481
O -0.967 -1.445 3.736
O 0.921 0.778 -5.069
O 2.413 6.512 -1.996
O 3.963 6.440 -0.475
N 1.881 1.983 -6.755
N -2.774 -1.846 1.661
N 1.359 -0.111 -7.130
C -6.835 -2.720 2.249
C 3.397 7.019 -1.438
C -0.831 -0.729 4.980
C -1.665 -2.734 3.748
C -3.586 -2.014 0.450
C -2.299 -3.083 2.272
C 7.089 -3.855 -0.350
C 6.068 -2.663 -0.162
C 3.873 8.394 -1.949
C 1.250 0.894 -6.300
C -4.988 -2.608 0.772
H -1.822 -0.593 5.415
H -7.085 -3.751 2.500
H -7.259 -2.189 3.102
H -4.670 -3.650 0.725
H -1.952 4.698 2.178
H 7.237 -4.216 0.668
H -3.776 -0.957 0.265
H 1.646 0.084 -8.078
H -3.518 -1.637 2.311
H -0.328 -1.372 5.701
H 4.376 8.998 -1.194
H 3.176 9.060 -2.457
H 6.599 -4.701 -0.831
H 2.184 2.000 -7.718
H 8.059 -3.538 -0.734
H -2.465 -2.547 4.465
H -3.173 -2.461 -0.453
H -1.604 -3.772 1.793
H -1.036 -3.549 4.105
H 1.220 -1.072 -6.853
H -0.548 5.255 2.286
H -0.204 0.162 4.942
H -3.113 -3.802 2.357
H 1.942 2.802 -6.168
H -5.706 -2.496 -0.040
H -7.380 -2.600 1.313
H 4.702 8.364 -2.656
*
```

***

No. 2
# C4H4F2

A single C4H4F2 molecule at a distorted geometry (the ωB97M-V functional and the def2-TZVPD basis, the Open Molecules 2025 dataset).

Properties
Energy above the lowest of the compared OMol25 structures with the same formula, charge and spin in kJ/mol: 291.3
Gap between HOMO and LUMO in eV: 8.30
LUMO in eV: -1.1

```
! RIJCOSX wB97M-V def2-TZVPD def2/J DEFGRID3
* xyz 0 1
F -0.888 2.559 0.961
F -1.697 -0.304 -0.940
C 0.413 0.241 0.117
C -1.668 1.730 0.245
C -0.906 0.503 -0.118
C 0.878 -1.134 -0.184
H 0.789 -1.871 0.599
H 0.182 -1.469 -1.089
H 1.980 -1.200 -0.483
H 0.918 0.945 0.890
*
```

***

No. 3
# C5H8BF3IO4

A gas-phase ion, C5H8BF3IO4 (charge -1) at a distorted geometry (the ωB97M-V functional and the def2-TZVPD basis, the Open Molecules 2025 dataset).

Properties
Gap between HOMO and LUMO in eV: 7.96
LUMO in eV: 2.8

```
! RIJCOSX wB97M-V def2-TZVPD def2/J DEFGRID3
* xyz -1 1
I -3.613 0.605 1.639
F 2.780 -2.375 1.493
F 0.953 -1.492 2.475
F 2.945 -0.428 2.725
O 3.196 -0.109 -0.190
O -1.825 -0.958 -0.382
O -0.741 0.706 -1.534
O -2.669 2.120 -2.029
C 0.872 -1.129 -0.424
C -2.713 0.169 -0.332
C -1.897 1.406 -1.033
C 1.932 -0.324 0.490
C 2.135 -1.168 1.831
B -0.513 -0.264 -0.412
H 1.366 -1.188 -1.453
H -1.459 2.189 -0.322
H 0.771 -2.197 -0.063
H -0.592 0.469 0.542
H -3.613 -0.220 -0.898
H -2.022 2.662 -2.527
H 1.521 0.683 0.825
H 3.183 0.841 -0.421
*
```

***

No. 4
# C6H11O

A molecular structure, C6H11O at a distorted geometry (the ωB97M-V functional and the def2-TZVPD basis, the Open Molecules 2025 dataset).

Properties
Energy above the lowest of the compared OMol25 structures with the same formula, charge and spin in kJ/mol: 206.3
⟨S²⟩: 2.01
Gap between HOMO and LUMO (spin up / spin down) in eV: 9.96 / 9.66
LUMO (spin up / spin down) in eV: -2.8 / -5.5

```
! RIJCOSX wB97M-V def2-TZVPD def2/J DEFGRID3
* xyz 1 3
O -0.439 0.106 0.264
C 0.285 -1.147 0.569
C 1.499 -1.002 -0.229
C 0.513 1.196 0.095
C -3.132 -0.018 -0.729
C -1.697 0.452 0.623
C 1.915 0.464 -0.265
H 0.603 -1.032 1.627
H 2.132 -1.777 0.132
H -4.074 0.376 -0.408
H 0.875 1.653 0.960
H 0.201 1.888 -0.576
H -1.740 1.624 0.828
H -2.814 -0.813 -1.338
H 2.308 0.711 -1.257
H 2.604 0.658 0.614
H -0.406 -2.085 0.371
H 1.367 -1.257 -1.281
*
```

***

No. 5
# C14H36BBeFN3O7P2S

A molecular structure, C14H36BBeFN3O7P2S at a distorted geometry (the ωB97M-V functional and the def2-TZVPD basis, the Open Molecules 2025 dataset).

Properties
Gap between HOMO and LUMO in eV: 2.89
LUMO in eV: -8.3

```
! RIJCOSX wB97M-V def2-TZVPD def2/J DEFGRID3
* xyz 1 1
S -0.711 -2.211 -2.053
P 0.888 1.866 1.970
P 0.236 -0.394 -1.286
F -0.860 4.164 1.330
O -1.957 0.844 3.335
O -1.040 -3.228 -0.890
O 2.194 2.777 1.719
O -1.203 -0.396 -0.244
O -2.118 -1.904 -2.700
O 0.831 1.116 -0.567
O 6.174 -2.632 1.071
N 1.669 -0.436 -2.347
N -1.429 -1.396 2.215
N 0.308 1.832 -3.141
C 4.778 -2.291 1.385
C -0.376 3.442 0.094
C 1.237 -1.601 -0.207
C -0.145 1.839 0.316
C 2.673 -1.063 0.349
C -0.652 -1.735 3.495
C -2.777 -2.085 2.228
C 0.302 -3.083 -3.361
C -3.549 2.513 1.035
C -1.301 3.861 -1.188
C -1.394 0.828 0.600
C 3.798 -2.259 0.030
C -2.929 1.241 0.213
C -0.553 0.618 -2.735
B -1.591 0.139 2.091
Be -1.308 4.527 -3.700
H 4.395 -2.066 -0.960
H 3.296 -3.342 0.009
H -0.625 4.435 -1.982
H -3.471 -1.683 3.112
H -3.332 -2.081 1.185
H 4.274 -3.049 2.155
H -3.120 1.443 -0.930
H -2.136 4.626 -0.824
H 1.373 0.568 2.356
H 0.650 -2.045 0.725
H 4.750 -1.235 1.912
H -0.410 2.480 -3.585
H 2.616 -1.016 1.526
H 0.085 -2.517 -4.389
H 1.476 -2.550 -0.891
H 3.096 -0.100 -0.158
H -2.950 2.841 1.984
H 0.198 -0.965 3.737
H -0.645 -0.021 -3.740
H -0.120 -2.788 3.375
H -3.607 0.296 0.483
H -4.627 2.176 1.416
H 0.880 1.502 -3.959
H -0.055 -4.200 -3.550
H -2.895 0.587 3.622
H 1.473 -2.996 -3.207
H -1.651 0.912 -2.450
H 6.666 -1.740 1.112
H 1.435 -0.540 -3.358
H 0.170 2.516 3.053
H -1.806 2.973 -1.758
H -1.344 -1.792 4.447
H 0.705 3.909 -0.109
H -2.576 -3.227 2.484
H -3.659 3.413 0.260
H 2.297 0.381 -2.161
*
```

***

No. 6
# C19H27N2Ti

A molecular structure, C19H27N2Ti at a distorted geometry (the ωB97M-V functional and the def2-TZVPD basis, the Open Molecules 2025 dataset).

Properties
Energy above the lowest of the compared OMol25 structures with the same formula, charge and spin in kJ/mol: 304.0
⟨S²⟩: 0.77
Gap between HOMO and LUMO (spin up / spin down) in eV: 8.02 / 5.83
LUMO (spin up / spin down) in eV: -8.2 / -10.5

```
! RIJCOSX wB97M-V def2-TZVPD def2/J DEFGRID3
* xyz 2 2
Ti 0.618 0.589 -0.387
N -0.225 -0.244 7.544
N 0.109 0.151 2.142
C -0.213 -0.220 6.373
C 0.664 -1.697 -0.438
C -0.891 -0.001 -3.417
C 1.621 -2.666 0.150
C 0.044 3.041 -1.585
C -0.171 -0.162 4.924
C -1.082 0.340 2.747
C -0.708 -1.534 -0.041
C -1.412 -2.401 0.925
C 0.572 4.317 -2.230
C 1.006 -0.512 4.266
C 0.821 -1.071 -1.732
C -1.344 -0.655 -0.962
C -1.253 0.235 4.131
C 1.075 -0.442 2.877
C 2.045 -1.116 -2.577
C -0.448 -0.454 -2.066
C 0.951 1.877 -1.971
C -2.795 -0.326 -0.992
H -3.176 -0.175 0.028
H 1.646 -2.542 1.239
H -0.819 -2.574 1.835
H -1.014 2.872 -1.869
H -1.938 0.633 2.127
H 1.640 0.295 0.667
H 1.882 -0.878 4.814
H -2.977 0.597 -1.560
H 1.921 1.890 -1.382
H 1.218 1.820 -3.029
H -1.855 0.530 -3.364
H -3.400 -1.123 -1.463
H 1.370 -3.721 -0.063
H -0.187 0.701 -3.867
H -2.208 0.481 4.594
H -2.373 -1.965 1.223
H 2.633 -2.481 -0.227
H 0.032 3.142 -0.474
H -0.176 5.099 -2.261
H -0.991 -0.845 -4.124
H 0.891 4.113 -3.244
H 2.284 -0.122 -2.982
H -1.631 -3.394 0.490
H 2.915 -1.450 -1.992
H 1.931 -1.794 -3.442
H 1.450 4.673 -1.704
H 1.945 -0.832 2.346
*
```

***

No. 7
# C35H28AsF8O4PdSeTe

A molecular structure, C35H28AsF8O4PdSeTe (the ωB97M-V functional and the def2-TZVPD basis, the Open Molecules 2025 dataset).

Properties
Energy above the lowest of the compared OMol25 structures with the same formula, charge and spin in kJ/mol: 29.2
Gap between HOMO and LUMO in eV: 6.57
LUMO in eV: 2.2

```
! RIJCOSX wB97M-V def2-TZVPD def2/J DEFGRID3
* xyz -1 1
Te -1.965 -1.177 -2.949
Pd -1.709 -0.318 -0.504
Se -4.194 -0.065 -0.313
As -1.247 0.506 1.708
F 7.427 0.874 -2.644
F 7.158 -1.034 -3.619
F -3.710 -2.920 0.824
F -6.148 0.139 4.574
F -4.283 -3.959 3.217
F 7.754 -0.964 -1.546
F -5.593 1.201 2.192
F -5.501 -2.448 5.118
O 1.610 -2.658 2.369
O 1.001 -3.748 -0.992
O 1.858 -4.952 2.149
O -0.981 -3.558 0.195
C 2.982 1.660 -5.981
C -1.278 2.062 -3.396
C -1.816 2.907 6.493
C -5.243 -0.079 2.396
C -2.222 2.115 2.289
C 1.751 -0.382 -5.166
C 0.226 -0.432 -0.812
C -2.999 1.884 4.664
C 2.810 -0.458 -1.341
C -5.545 -0.610 3.639
C -0.241 1.163 -4.010
C -0.311 -0.236 -3.916
C 1.425 -0.484 -1.002
C 6.950 -0.373 -2.456
C 0.697 -1.010 -4.503
C -2.092 2.414 3.747
C 5.515 -0.383 -2.041
C 3.670 -1.507 -0.993
C 1.726 -3.805 2.255
C -0.004 -3.640 -0.421
C -5.216 -1.922 3.921
C 1.834 0.996 -5.268
C 5.008 -1.470 -1.340
C 0.587 0.999 2.098
C -0.913 3.451 5.590
C 3.336 0.627 -2.053
C 0.696 -2.513 -4.428
C -1.052 3.207 4.231
C -2.863 2.126 6.023
C 4.674 0.663 -2.400
C -4.304 -2.131 1.716
C -4.596 -2.686 2.950
C 0.827 1.751 -4.682
C -4.602 -0.807 1.400
C -1.558 -0.750 3.160
H -3.582 1.704 6.714
H 3.427 2.448 -5.368
H -1.708 3.097 7.553
H -1.078 3.105 -3.647
H -3.825 1.282 4.306
H 2.534 -0.995 -5.603
H 2.670 1.427 -2.346
H 5.662 -2.288 -1.066
H 0.667 -2.842 -3.389
H -1.178 -0.354 4.101
H 0.906 1.777 1.405
H -0.182 -2.937 -4.919
H 1.590 -2.921 -4.902
H -1.286 1.958 -2.308
H -1.040 -1.673 2.904
H -0.098 4.070 5.943
H -3.256 1.958 1.986
H 2.655 2.123 -6.915
H 0.681 1.339 3.129
H -0.347 3.641 3.531
H 1.208 0.122 1.929
H 3.267 -2.356 -0.460
H 3.764 0.939 -6.221
H 0.871 2.835 -4.744
H -2.623 -0.954 3.253
H -2.281 1.797 -3.734
H -1.818 2.923 1.676
H 5.066 1.506 -2.954
*
```

***

No. 8
# C4H7O2

A gas-phase ion, C4H7O2 (charge -1) at a distorted geometry (the ωB97M-V functional and the def2-TZVPD basis, the Open Molecules 2025 dataset).

Properties
SMILES: CCCC(=O)[O-]
Energy above the lowest of the compared OMol25 structures with the same formula, charge and spin in kJ/mol: 109.2
Gap between HOMO and LUMO in eV: 7.42
LUMO in eV: 3.9

```
! RIJCOSX wB97M-V def2-TZVPD def2/J DEFGRID3
* xyz -1 1
O 0.401 -2.834 0.628
O 1.845 -1.524 1.551
C -0.234 -0.438 0.798
C 0.698 -1.755 1.134
C -0.707 1.256 -1.075
C 0.282 0.319 -0.446
H -1.291 -0.750 0.932
H 0.800 -0.207 -1.186
H -0.282 1.559 -2.040
H -0.808 2.228 -0.664
H 1.195 0.939 -0.027
H -1.760 0.976 -1.228
H -0.138 0.231 1.624
*
```

***

No. 9
# C4H7NO

A single C4H7NO molecule (the ωB97M-V functional and the def2-TZVPD basis, the Open Molecules 2025 dataset).

Properties
SMILES: CCOC=C=N
Energy above the lowest of the compared OMol25 structures with the same formula, charge and spin in kJ/mol: 270.6
Gap between HOMO and LUMO in eV: 9.31
LUMO in eV: 0.9

```
! RIJCOSX wB97M-V def2-TZVPD def2/J DEFGRID3
* xyz 0 1
O -0.644 0.396 0.723
N -1.320 -0.262 -2.673
C -1.595 0.464 -0.251
C -1.409 0.174 -1.517
C 1.590 0.092 1.420
C 0.611 -0.103 0.286
H 2.575 -0.298 1.146
H -1.607 -1.240 -2.583
H 0.518 -1.165 0.008
H 0.931 0.445 -0.614
H 1.683 1.157 1.652
H 1.241 -0.429 2.316
H -2.576 0.769 0.087
*
```

***

No. 10
# C38H72N6O4

3 unconnected molecules or ions with the total composition C38H72N6O4 at a distorted geometry (the ωB97M-V functional and the def2-TZVPD basis, the Open Molecules 2025 dataset).

Properties
SMILES: CCOCc1cnc2c(CCCCNC(C)=O)c(CCCCCCCOC)c(O)c(CN)c2n1.CCN(CC)CC.CCN(CC)CC
Gap between HOMO and LUMO in eV: 6.81
LUMO in eV: -1.2

```
! RIJCOSX wB97M-V def2-TZVPD def2/J DEFGRID3
* xyz 0 1
O -2.730 4.491 1.503
O 1.102 -3.294 1.884
O 1.075 -6.409 5.367
O -8.391 -3.615 -1.846
N 0.275 4.210 -4.212
N -0.520 1.764 1.218
N -2.163 0.822 -1.534
N 0.355 -0.537 4.150
N -6.627 -2.123 -0.798
N 6.239 2.377 -1.028
C 5.146 1.565 -0.485
C -2.136 2.238 -1.035
C -2.286 -2.126 -2.489
C -1.425 -1.738 -1.116
C 0.262 -2.391 1.037
C 0.845 4.949 -3.083
C 4.468 2.057 0.790
C 0.244 -0.803 1.505
C -3.891 -1.811 -2.370
C 7.610 3.146 0.989
C -1.435 -5.773 5.785
C -3.882 2.716 2.878
C 2.344 5.221 -3.099
C -1.443 4.257 0.779
C -1.880 -6.211 4.249
C -1.758 -5.300 1.639
C -1.339 2.651 0.323
C -8.054 -2.596 -1.040
C -5.615 -3.234 -0.965
C -4.862 -3.129 -2.450
C -1.403 -0.135 -0.660
C 1.265 5.406 -6.244
C 6.851 4.432 -2.321
C -2.682 3.860 2.850
C 0.044 5.001 -5.424
C 5.813 3.707 -1.469
C -0.600 -2.930 -0.287
C 0.791 1.943 -3.282
C 0.847 2.888 -4.479
C 7.496 2.311 -0.280
C -0.650 -5.593 0.466
C -0.623 -4.501 -0.756
C -9.238 -1.713 -0.256
C -0.598 0.370 0.661
C 1.127 -0.358 2.844
C -1.109 -5.264 3.153
C 0.175 -5.353 5.883
C 2.408 -5.875 5.042
H -2.069 -3.207 -2.883
H 0.343 -4.746 -1.406
H 8.660 3.203 1.298
H -0.837 -6.699 0.056
H -0.554 4.566 1.487
H 0.941 5.799 -7.214
H -1.598 -6.656 6.566
H 0.273 2.411 -5.283
H -4.785 -3.055 -0.126
H 1.450 2.272 -2.472
H -10.121 -1.497 -0.994
H -0.276 0.297 4.326
H 2.931 4.334 -3.354
H 1.932 4.563 -6.442
H 5.499 0.539 -0.324
H -2.720 3.051 -1.672
H -2.529 -6.210 1.610
H -8.744 -0.715 0.127
H -1.504 4.916 -0.192
H 1.835 6.200 -5.757
H 2.497 -4.706 5.105
H 0.404 -5.261 7.049
H -1.084 -4.142 3.544
H -6.489 -1.338 -1.471
H 3.550 1.486 0.961
H 1.469 0.763 2.752
H -0.228 1.860 -2.891
H 7.164 3.817 -3.171
H -1.521 -7.340 4.128
H 2.089 -1.062 2.904
H 2.606 6.023 -3.791
H 1.882 2.958 -4.831
H 8.310 2.608 -0.953
H 6.425 5.360 -2.717
H -1.617 3.396 2.998
H 4.914 3.603 -2.090
H 4.187 3.112 0.732
H -1.540 -4.779 -1.469
H -9.555 -2.369 0.666
H 0.002 -5.687 3.069
H 2.769 -6.188 3.973
H -4.311 -4.118 -2.756
H -2.027 -4.854 6.205
H -2.372 -4.337 1.354
H 0.380 -4.287 5.432
H 5.101 1.909 1.667
H 3.215 -6.319 5.800
H -2.847 4.628 3.723
H -0.625 4.428 -6.079
H -4.185 -1.115 -3.292
H -4.109 -1.155 -1.401
H 0.447 -5.636 0.934
H 2.668 5.544 -2.103
H -3.044 -6.170 4.110
H 7.060 2.700 1.821
H 1.119 0.942 -3.582
H 4.375 1.474 -1.262
H 1.787 -3.713 1.275
H 7.723 1.266 -0.035
H 1.113 -0.514 4.891
H 7.260 4.173 0.851
H -4.880 3.276 3.203
H 5.536 4.346 -0.622
H 7.738 4.703 -1.740
H -3.995 2.232 1.805
H -5.732 -2.875 -3.225
H -6.054 -4.318 -0.913
H -1.866 -1.386 -3.326
H 0.315 5.904 -2.965
H -3.671 1.923 3.722
H -0.525 5.903 -5.168
H 0.611 4.401 -2.162
*
```

***

No. 11
# H18O9

9 unconnected molecules or ions with the total composition H18O9 at a distorted geometry (the ωB97M-V functional and the def2-TZVPD basis, the Open Molecules 2025 dataset).

Properties
SMILES: O.O.O.O.O.O.O.O.O
Energy above the lowest of the compared OMol25 structures with the same formula, charge and spin in kJ/mol: 256.0
Gap between HOMO and LUMO in eV: 11.24
LUMO in eV: 0.0

```
! RIJCOSX wB97M-V def2-TZVPD def2/J DEFGRID3
* xyz 0 1
O 4.480 0.020 -0.212
O -4.274 0.371 0.579
O -2.001 -0.076 3.292
O -2.683 3.085 -0.263
O 0.677 1.865 -2.080
O -0.612 0.338 0.588
O -0.209 -1.507 -1.871
O 2.993 -2.350 -1.854
O 1.814 -1.856 1.406
H -4.664 0.834 1.324
H 4.604 0.932 0.067
H 3.422 -1.507 -1.994
H -2.872 2.844 -1.172
H -1.190 0.033 2.821
H -3.852 -0.416 0.936
H 1.309 -1.166 1.839
H -1.190 0.462 -0.168
H 0.182 -1.805 -2.697
H -3.452 2.797 0.233
H 1.579 1.527 -2.061
H 3.532 -2.891 -1.275
H -0.897 0.864 1.330
H -2.392 0.802 3.239
H 0.207 1.027 -1.997
H 3.706 -0.274 0.287
H 0.593 -1.471 -1.328
H 1.190 -2.483 1.032
*
```